[1]
Formula: C4H28NO10
Source: the Open Molecules 2025 dataset
Level of theory: ωB97M-V/def2-TZVPD

Summary:
HOMO level, hartree: -0.462
Multiplicity: 1
Relative energy (zero: lowest compared OMol25 entry of this formula, charge and spin), kJ/mol: 67.2
E_tot, eV: -26561.11389
LUMO level, eV: -2.61
HOMO-LUMO gap, Eh: 0.366
Net charge: +1
Largest force on an atom, hartree/bohr: 0.07828

Bonds (Å) are listed after each position.
Cartesian coordinates (Å):
1 C 1.61 -3.06 -0.36  C2 1.507, N6 1.494, H7 1.115, H8 1.114
2 C 0.66 -2.82 -1.50  C1 1.507, C3 1.487, H9 1.145, H10 1.134
3 C -0.52 -1.94 -1.28  C2 1.487, C4 1.478, H11 1.083, H12 1.109
4 C -1.44 -1.91 -2.44  C3 1.478, O5 1.203, H13 1.079
5 O -1.46 -0.94 -3.15  C4 1.203
6 N 2.04 -1.76 0.26  C1 1.494, H14 1.061, H15 1.120, H16 1.001
7 H 1.18 -3.72 0.42  C1 1.115
8 H 2.49 -3.65 -0.70  C1 1.114
9 H 1.26 -2.38 -2.38  C2 1.145
10 H 0.31 -3.84 -1.85  C2 1.134
11 H -1.14 -2.32 -0.48  C3 1.083
12 H -0.19 -0.92 -1.02  C3 1.109
13 H -1.94 -2.81 -2.78  C4 1.079
14 H 1.24 -1.08 0.37  N6 1.061
15 H 2.72 -1.00 -0.18  N6 1.120
16 H 2.32 -1.90 1.21  N6 1.001
17 H -3.74 1.68 0.73  O19 0.922
18 H -3.30 3.10 0.92  O19 0.980
19 O -2.99 2.21 0.65  H17 0.922, H18 0.980
20 H 1.13 1.74 3.96  O22 1.009
21 H 0.28 0.51 4.19  O22 0.937
22 O 0.23 1.44 4.29  H20 1.009, H21 0.937
23 H -1.51 -0.93 1.55  O25 0.911
24 H -1.01 -2.08 2.30  O25 0.939
25 O -1.42 -1.83 1.50  H23 0.911, H24 0.939
26 H -1.80 1.26 1.69  O28 0.993
27 H -0.99 1.16 2.91  O28 0.943
28 O -1.31 0.58 2.23  H26 0.993, H27 0.943
29 H -1.18 2.46 -0.12  O31 0.984
30 H -0.83 3.43 1.24  O31 1.022
31 O -0.50 2.76 0.54  H29 0.984, H30 1.022
32 H 3.82 1.11 -1.53  O34 1.008
33 H 2.39 0.93 -1.23  O34 0.961
34 O 3.21 0.47 -1.03  H32 1.008, H33 0.961
35 H 1.98 1.58 0.86  O37 0.988
36 H 0.51 1.50 0.96  O37 0.946
37 O 1.26 0.96 1.14  H35 0.988, H36 0.946
38 H 0.86 2.38 -2.84  O40 0.994
39 H 0.77 2.47 -1.31  O40 0.973
40 O 1.34 2.11 -2.01  H38 0.994, H39 0.973
41 H -2.64 1.82 -1.43  O43 0.926
42 H -1.94 1.42 -2.59  O43 0.976
43 O -1.76 1.81 -1.71  H41 0.926, H42 0.976

[2]
Formula: C4H28NO10S
Source: the Open Molecules 2025 dataset
Level of theory: ωB97M-V/def2-TZVPD

Summary:
HOMO level, hartree: -0.144
Multiplicity: 1
Relative energy (zero: lowest compared OMol25 entry of this formula, charge and spin), kJ/mol: 375.9
E_tot, eV: -37402.92493
LUMO level, eV: 2.41
HOMO-LUMO gap, Eh: 0.233
Net charge: -1
Largest force on an atom, hartree/bohr: 0.05335

Bonds (Å) are listed after each position.
Cartesian coordinates (Å):
1 C 2.86 -0.26 0.71  N2 1.455, H8 1.128, H9 1.132, H10 1.106
2 N 2.02 -0.44 1.88  C1 1.455, C3 1.461, H11 1.008
3 C 0.79 0.35 1.98  N2 1.461, C4 1.608, C6 1.517, H12 1.093
4 C 0.87 1.93 1.71  C3 1.608, S5 1.824, H13 1.089, H14 1.129
5 S -0.67 2.74 1.16  C4 1.824
6 C -0.11 -0.43 1.03  C3 1.517, O7 1.432, H16 1.071, H17 1.088
7 O -1.45 0.03 0.81  C6 1.432, H15 1.027
8 H 3.75 -0.91 0.95  C1 1.128
9 H 2.44 -0.67 -0.26  C1 1.132
10 H 3.28 0.75 0.58  C1 1.106
11 H 2.48 -0.59 2.77  N2 1.008
12 H 0.31 0.16 2.94  C3 1.093
13 H 1.63 2.20 0.98  C4 1.089
14 H 1.18 2.47 2.66  C4 1.129
15 H -1.44 1.04 0.67  O7 1.027
16 H 0.21 -0.48 0.01  C6 1.071
17 H -0.26 -1.34 1.61  C6 1.088
18 H -0.23 0.38 -2.66  O20 0.959
19 H -1.77 0.39 -2.00  O20 0.970
20 O -1.07 -0.05 -2.51  H18 0.959, H19 0.970
21 H 1.60 3.15 -1.92  O23 0.972
22 H 2.16 1.84 -1.50  O23 0.967
23 O 1.68 2.24 -2.24  H21 0.972, H22 0.967
24 H 2.08 -3.58 -2.45  O26 0.953
25 H 3.08 -4.15 -1.57  O26 0.958
26 O 3.02 -3.50 -2.27  H24 0.953, H25 0.958
27 H 0.76 -2.75 -2.15  O29 0.970
28 H 0.13 -1.31 -2.15  O29 0.980
29 O 0.10 -2.19 -1.71  H27 0.970, H28 0.980
30 H -3.53 0.33 -1.81  O32 0.970
31 H -3.46 0.87 -0.52  O32 0.998
32 O -3.24 1.18 -1.44  H30 0.970, H31 0.998
33 H -3.56 -3.23 1.93  O35 0.963
34 H -2.85 -1.91 1.87  O35 1.024
35 O -3.18 -2.60 2.56  H33 0.963, H34 1.024
36 H 0.65 -3.03 1.04  O38 0.973
37 H 1.58 -3.05 -0.16  O38 0.977
38 O 1.18 -3.64 0.51  H36 0.973, H37 0.977
39 H -1.88 -1.28 -0.67  O41 0.988
40 H -2.19 -2.28 -1.61  O41 0.990
41 O -2.70 -1.57 -1.14  H39 0.988, H40 0.990
42 H 0.76 3.85 -0.20  O44 0.972
43 H 0.28 5.20 0.00  O44 0.953
44 O 1.08 4.77 -0.29  H42 0.972, H43 0.953

[3]
Formula: C4H28NO12
Source: the Open Molecules 2025 dataset
Level of theory: ωB97M-V/def2-TZVPD

Summary:
HOMO level, hartree: -0.218
Multiplicity: 1
Relative energy (zero: lowest compared OMol25 entry of this formula, charge and spin), kJ/mol: 302.7
E_tot, eV: -30663.84498
LUMO level, eV: 2.45
HOMO-LUMO gap, Eh: 0.308
Net charge: -1
Largest force on an atom, hartree/bohr: 0.05835

Bonds (Å) are listed after each position.
Cartesian coordinates (Å):
1 C -0.27 0.19 -0.73  N2 1.330, O7 1.261, H8 1.084
2 N 0.36 0.11 0.43  C1 1.330, C4 1.443
3 C 1.97 0.71 2.11  C4 1.566, H10 1.100, H11 1.090, H12 1.101
4 C 1.25 1.19 0.80  N2 1.443, C3 1.566, C5 1.507, H13 1.091
5 C 2.29 1.61 -0.21  C4 1.507, O6 1.418, H14 1.101, H15 1.094
6 O 2.59 0.60 -1.15  C5 1.418, H9 0.965
7 O -0.58 1.24 -1.35  C1 1.261
8 H -0.68 -0.78 -1.02  C1 1.084
9 H 2.16 -0.26 -1.10  O6 0.965
10 H 2.66 1.52 2.41  C3 1.100
11 H 2.57 -0.19 2.06  C3 1.090
12 H 1.32 0.59 2.99  C3 1.101
13 H 0.80 2.15 1.05  C4 1.091
14 H 3.27 1.89 0.22  C5 1.101
15 H 2.10 2.58 -0.68  C5 1.094
16 H 0.43 -3.15 -1.90  O18 0.963
17 H -1.24 -3.42 -2.10  O18 0.955
18 O -0.42 -3.50 -1.61  H16 0.963, H17 0.955
19 H 0.03 -1.35 1.53  O21 0.979
20 H 1.10 -2.54 1.67  O21 0.957
21 O 0.26 -2.19 1.97  H19 0.979, H20 0.957
22 H -1.43 0.33 -2.85  O24 0.982
23 H -0.68 -1.00 -2.99  O24 0.961
24 O -1.36 -0.47 -3.42  H22 0.982, H23 0.961
25 H -1.38 -3.20 0.17  O27 0.969
26 H -1.49 -1.90 0.85  O27 0.964
27 O -2.04 -2.66 0.63  H25 0.969, H26 0.964
28 H 3.84 -1.72 -0.97  O30 0.968
29 H 3.45 -1.11 0.28  O30 0.968
30 O 3.46 -1.99 -0.13  H28 0.968, H29 0.968
31 H -1.86 2.79 2.91  O33 0.961
32 H -1.57 2.70 1.44  O33 0.985
33 O -1.21 3.08 2.27  H31 0.961, H32 0.985
34 H -3.37 -1.91 -0.63  O36 0.974
35 H -2.80 -1.37 -2.00  O36 0.975
36 O -3.57 -1.77 -1.57  H34 0.974, H35 0.975
37 H -2.02 0.81 3.09  O39 0.962
38 H -1.85 -0.73 3.19  O39 0.961
39 O -2.23 0.03 3.63  H37 0.962, H38 0.961
40 H 0.42 2.32 -2.52  O42 0.968
41 H 1.53 1.35 -2.85  O42 0.964
42 O 0.92 1.97 -3.27  H40 0.968, H41 0.964
43 H -1.71 2.93 0.00  O45 0.971
44 H -2.39 1.89 -0.62  O45 0.978
45 O -2.64 2.63 -0.03  H43 0.971, H44 0.978

[4]
Formula: C4H29N2O9
Source: the Open Molecules 2025 dataset
Level of theory: ωB97M-V/def2-TZVPD

Summary:
HOMO level, hartree: -0.471
Multiplicity: 1
Relative energy (zero: lowest compared OMol25 entry of this formula, charge and spin), kJ/mol: 333.5
E_tot, eV: -26018.06936
LUMO level, eV: -2.54
HOMO-LUMO gap, Eh: 0.378
Net charge: +1
Largest force on an atom, hartree/bohr: 0.14148

Bonds (Å) are listed after each position.
Cartesian coordinates (Å):
1 C -0.10 -0.61 -0.26  O2 1.388, C3 1.487, H8 1.121, H9 1.194
2 O -1.31 -1.25 -0.04  C1 1.388, H10 1.054
3 C 0.37 0.45 0.68  C1 1.487, C4 1.543, N7 1.619, H11 1.188
4 C 1.73 0.99 0.19  C3 1.543, C5 1.525, H12 1.045, H13 1.189
5 C 2.38 2.23 0.80  C4 1.525, N6 1.538, H14 1.083, H15 1.137
6 N 1.49 3.40 0.38  C5 1.538, H17 1.117, H18 0.954
7 N -0.75 1.61 0.66  C3 1.619, H16 1.064, H19 1.086, H20 1.090
8 H -0.24 -0.40 -1.35  C1 1.121
9 H 0.74 -1.45 -0.09  C1 1.194
10 H -1.24 -1.72 0.90  O2 1.054
11 H 0.46 0.02 1.79  C3 1.188
12 H 1.70 1.19 -0.84  C4 1.045
13 H 2.55 0.13 0.17  C4 1.189
14 H 3.42 2.25 0.48  C5 1.083
15 H 2.24 2.18 1.92  C5 1.137
16 H -0.48 2.36 1.37  N7 1.064
17 H 1.69 3.67 -0.69  N6 1.117
18 H 1.72 4.18 0.87  N6 0.954
19 H -1.77 1.30 0.87  N7 1.086
20 H -0.86 1.99 -0.35  N7 1.090
21 H -0.39 -1.53 -3.87  O23 0.963
22 H 1.08 -1.36 -3.22  O23 0.927
23 O 0.40 -1.00 -3.74  H21 0.963, H22 0.927
24 H -3.72 1.47 0.36  O26 0.956
25 H -4.43 0.78 1.68  O26 1.024
26 O -3.68 1.37 1.31  H24 0.956, H25 1.024
27 H 2.00 -2.35 -1.21  O29 0.919
28 H 3.46 -2.44 -0.57  O29 0.951
29 O 2.60 -2.03 -0.59  H27 0.919, H28 0.951
30 H -1.99 3.81 -2.11  O32 0.949
31 H -2.11 2.40 -2.33  O32 0.900
32 O -1.50 3.05 -2.37  H30 0.949, H31 0.900
33 H 2.16 -2.10 2.98  O35 0.933
34 H 2.29 -0.63 3.69  O35 1.016
35 O 1.96 -1.20 2.91  H33 0.933, H34 1.016
36 H -4.16 0.56 -1.59  O38 0.926
37 H -2.70 0.33 -1.35  O38 0.984
38 O -3.39 1.02 -1.38  H36 0.926, H37 0.984
39 H -0.45 -2.78 -0.87  O41 0.938
40 H 0.44 -4.16 -0.36  O41 1.070
41 O 0.22 -3.40 -1.08  H39 0.938, H40 1.070
42 H -0.87 -4.56 1.49  O44 0.891
43 H -0.43 -3.96 2.91  O44 1.074
44 O -0.50 -3.83 1.84  H42 0.891, H43 1.074